(1)
The following is a quantum chemistry calculation of an isolated molecule of C6H6O, from the Open Molecules 2025 dataset.

SMILES = C#CC1=CCOC1
Strongest force on any atom = 0.489 eV/A
HOMO = -8.961 eV
Molecular weight = 94.113 g mol⁻¹
E_LUMO = 0.97 eV
Gap between HOMO and LUMO = 0.36503 hartree
Electronic energy = -8363.845 eV
Relative energy (zero: lowest compared OMol25 entry of this formula, charge and spin) = 256.7 kJ/mol

The geometry in XYZ format:
```
13
Properties=species:S:1:pos:R:3:forces:R:3
O -1.559438 -1.116489 0.076396 -0.059 -0.067 -0.013
H -0.422749 2.022833 0.429373 0.070 -0.170 0.034
C 0.416951 0.096835 -0.091792 -0.156 0.112 0.088
C 1.812466 0.366144 -0.208694 0.479 0.094 -0.039
H 0.272979 -2.043257 0.323098 -0.064 0.131 -0.045
H 4.044505 0.785515 -0.290939 -0.171 -0.039 -0.015
H -2.258249 0.321696 1.382536 -0.012 -0.006 -0.161
H -2.588778 0.640360 -0.339293 0.017 -0.100 0.086
C 2.996761 0.585146 -0.254345 -0.411 -0.104 -0.023
H -0.130354 -1.590987 -1.346968 0.033 0.066 0.139
C -1.845089 0.242512 0.366432 -0.108 0.277 0.037
C -0.200883 -1.270330 -0.296437 0.282 -0.074 -0.068
C -0.538125 0.960018 0.250628 0.101 -0.120 -0.019
```
Positions in Å, forces in eV/Å.

(2)
The following is a quantum chemistry calculation of an isolated molecule of C23H32N4O6, from the Open Molecules 2025 dataset.

SMILES = COc1cc2[nH]c(=O)n(CCCCCC(=O)NCCCN3CCCC3=O)c(=O)c2cc1OC
Strongest force on any atom = 0.831 eV/A
HOMO = -7.990 eV
Molecular weight = 460.531 g mol⁻¹
E_LUMO = 0.71 eV
Gap between HOMO and LUMO = 0.31966 hartree
Electronic energy = -42618.689 eV
Relative energy (zero: lowest compared OMol25 entry of this formula, charge and spin) = 2.9 kJ/mol

The geometry in XYZ format:
```
65
Properties=species:S:1:pos:R:3:forces:R:3
O -1.045706 2.774635 0.260715 0.406 0.029 0.274
N -0.551796 -1.898828 -0.166734 -0.057 -0.141 -0.122
N -0.659045 0.146895 0.950325 -0.043 0.312 -0.032
H 1.997077 -3.610465 -1.670444 -0.002 -0.026 0.099
H -1.572574 -2.373600 -1.913029 0.083 -0.079 0.087
C -0.202788 -0.412011 2.115727 0.208 -0.747 0.298
H 0.673050 -3.427142 3.320669 0.038 -0.107 0.056
C -0.617813 -2.609664 -1.437951 -0.064 -0.083 -0.479
H 0.458303 -1.123592 -2.538466 -0.096 -0.008 -0.070
H -3.622680 1.548901 -0.012592 0.034 -0.049 0.030
H 1.956961 -2.125044 -0.729800 0.027 -0.043 0.052
O 0.095927 -3.792781 0.909805 0.068 -0.050 0.053
H -1.392628 2.284815 -4.354482 -0.056 -0.011 -0.047
C -4.274183 3.275815 -1.169930 -0.005 -0.057 -0.006
H -3.677385 3.039153 0.942392 0.096 -0.038 0.002
H 0.376348 -0.426405 7.211631 0.069 0.075 -0.037
O 0.591034 0.666514 5.455290 -0.120 -0.097 -0.421
H -4.472868 4.322160 -0.933979 -0.002 -0.012 -0.029
C 0.003074 0.349595 3.258284 0.065 -0.095 0.141
H 0.715319 1.447094 -5.040886 0.021 0.186 0.097
H -0.939111 1.204524 -3.026219 -0.018 0.014 -0.091
H 1.123042 3.026215 -4.330548 -0.022 -0.069 -0.098
C -3.469313 2.630026 -0.044273 -0.032 0.040 -0.003
H 3.993999 -2.376516 -2.155940 0.017 0.011 -0.063
C 2.255444 0.185676 -3.603307 0.305 0.204 0.438
O 2.172255 -0.265161 -4.726830 -0.001 -0.270 -0.304
H 0.466944 -4.126456 5.501563 0.029 0.009 -0.016
C 3.131795 -0.438756 -2.528891 -0.001 -0.330 -0.310
C 1.897661 -2.525559 -1.746082 0.003 -0.023 -0.285
C -2.029816 2.863486 -0.459172 -0.394 0.085 0.223
N -2.015597 3.192244 -1.755652 -0.051 0.231 -0.140
H 2.162487 -3.842363 5.015986 -0.034 -0.001 0.002
H 2.977825 -2.284433 -3.600625 0.105 -0.026 -0.005
H -5.222508 2.776210 -1.354260 -0.021 0.044 -0.027
H 1.072354 1.210538 7.310257 0.004 -0.074 -0.031
H 1.657352 1.624999 -2.267364 0.128 -0.176 -0.007
H 0.426205 -2.704687 -3.309365 -0.013 0.031 -0.083
H -0.566903 -3.674213 -1.204938 -0.065 0.163 -0.038
O -1.334897 -0.022541 -1.189743 -0.173 0.105 -0.368
C 0.536263 -2.194644 -2.351684 0.030 -0.106 0.310
H 0.015237 3.269569 -1.822080 -0.043 0.086 -0.055
N 1.625162 1.324673 -3.228269 -0.206 0.375 0.207
H -0.797068 4.252172 -3.064040 0.069 -0.052 0.074
H 4.154319 -0.121072 -2.750085 -0.044 0.085 0.029
H 2.055438 -0.140198 6.691943 -0.091 0.045 0.014
H 2.865549 -0.061177 -1.539936 0.032 0.057 0.057
H 1.698360 -3.752005 6.733686 -0.016 -0.054 -0.085
C 0.493503 -2.364922 3.343940 -0.014 0.151 0.034
C 0.695180 -1.619150 4.487426 0.033 -0.182 0.001
C 0.447208 -0.222082 4.444025 -0.089 0.062 -0.276
C 0.725741 2.026851 -4.114635 -0.234 -0.004 -0.232
O 1.127227 -2.165225 5.669397 -0.094 0.374 -0.097
H -3.477011 2.239055 -2.914219 -0.015 0.074 -0.048
H -0.179962 1.411912 3.242615 -0.024 0.163 0.035
H -3.427832 4.012730 -3.065117 -0.020 -0.069 -0.006
C -0.876473 -0.555143 -0.195362 0.013 0.186 0.439
C -3.325985 3.177095 -2.368035 -0.234 -0.052 -0.165
C 1.051514 0.285677 6.733943 0.171 -0.025 0.547
C 1.372445 -3.550277 5.714296 0.035 -0.167 0.024
C -0.685864 2.135236 -3.537305 0.145 0.123 0.026
C 3.064882 -1.969059 -2.559321 -0.044 0.041 0.219
C -0.121378 -2.597724 0.956706 -0.002 -0.011 0.199
C 0.048354 -1.783591 2.155206 0.024 0.373 0.255
C -0.810719 3.290278 -2.537464 0.223 -0.236 -0.101
H -0.810937 1.161741 0.893226 -0.044 -0.166 -0.144
```
Positions in Å, forces in eV/Å.

(3)
The following is a quantum chemistry calculation of a structure of composition C26H25F5N5NiO3P2S2Te in a non-equilibrium geometry, from the Open Molecules 2025 dataset.

2S+1 = 3
Strongest force on any atom = 1.355 eV/A
Charge = -1
HOMO (alpha / beta) = -4.621 / -4.634 eV
Molecular weight = 862.883 g mol⁻¹
E_LUMO (alpha / beta) = 2.34 / 2.34 eV
Gap between HOMO and LUMO (alpha / beta) = 0.25579 / 0.25621 hartree
Electronic energy = -143134.730 eV
Relative energy (zero: lowest compared OMol25 entry of this formula, charge and spin) = 0.0 kJ/mol

The geometry in XYZ format:
```
70
Properties=species:S:1:pos:R:3:forces:R:3
H -4.693831 -2.044035 3.325449 0.000 -0.005 0.000
C -4.259395 -1.815675 2.359884 0.017 0.001 0.008
H 0.321738 4.574811 -0.469170 0.003 -0.013 0.005
H -1.083426 1.085511 -2.483567 0.002 0.003 0.008
Te 4.484989 1.971163 0.428003 0.554 0.221 0.052
F 4.043879 3.818717 0.633462 -0.139 0.061 0.035
H 0.109461 -3.483365 -3.464052 0.001 0.001 0.002
O 5.066370 -1.984965 3.001740 -0.338 -0.231 0.566
H -3.029475 2.634680 -1.091764 0.009 0.005 0.000
C 0.507260 -4.893092 -0.412259 0.001 0.004 -0.003
C 0.218140 -3.791033 0.381121 0.026 -0.008 0.003
C -0.410102 4.156809 -3.750132 -0.001 0.001 0.003
P -0.515232 -1.101128 0.833881 0.056 -0.028 -0.284
H -1.662325 1.543370 2.813886 0.012 0.006 0.001
S 0.464695 -1.284075 2.569578 -0.043 -0.066 -0.030
C -0.807091 2.826303 -3.719917 0.001 0.001 0.006
C -3.231562 2.432366 -0.047558 0.003 0.022 -0.020
H 0.273690 -3.859175 1.460891 -0.004 0.004 0.000
C -0.810359 2.134224 -2.518277 0.006 0.003 -0.022
F 5.447031 0.238720 -0.252959 -0.367 0.047 -0.034
C -2.192803 2.072473 0.805838 0.039 0.043 -0.006
C 4.214307 -1.960102 0.487629 -0.002 -0.264 -0.073
H -1.099723 2.324765 -4.634493 0.002 0.001 -0.001
C -4.530290 2.538957 0.432011 0.006 -0.003 -0.010
H -0.390128 -1.511537 -2.031755 0.005 -0.008 -0.005
H -6.142828 -1.826485 1.333465 0.000 0.000 -0.002
Ni 1.912531 0.050314 0.897559 -0.432 -0.299 -0.079
C -4.510478 -1.388567 0.008816 -0.010 0.004 0.018
H 0.701587 -5.646226 -2.413584 0.001 0.001 0.000
H 3.175360 -0.077750 -1.357444 -0.071 0.065 -0.014
P -0.481148 1.810499 0.216104 -0.008 0.093 -0.106
H 4.217817 -2.186330 -1.511248 0.039 0.061 0.019
H -5.142760 -1.283042 -0.864240 0.001 0.004 0.002
C -0.025308 4.094679 -1.375567 -0.022 0.025 0.009
C -2.320218 -1.335210 1.014264 0.006 0.056 0.102
C -5.071708 -1.692707 1.243523 0.000 0.006 -0.004
H -5.813369 2.369336 2.142610 0.001 -0.003 0.002
N 5.324372 -2.698843 0.605899 0.026 -0.030 -0.265
C 0.139054 -3.573835 -2.384654 0.002 0.003 -0.002
O 1.881482 1.731480 1.908075 0.145 -0.071 -0.199
C 0.000340 0.234406 -0.061354 -0.114 0.039 0.126
H -3.973006 1.727518 3.669907 -0.003 -0.003 -0.003
F 5.348921 2.580445 -1.120354 -0.007 0.030 0.069
N 4.152109 -1.221534 2.683052 0.894 0.806 -0.622
C -0.151687 -2.473593 -1.588960 -0.017 0.014 0.007
O 3.791122 -0.283159 3.344197 -0.338 -0.338 0.262
H -5.330650 2.818580 -0.242197 0.000 0.005 0.003
F 2.920962 1.830373 -0.880684 0.121 -0.237 -0.012
H -2.242709 -1.719020 3.113387 0.002 0.011 -0.002
H 0.772998 -5.834824 0.052122 0.000 -0.001 -0.001
H 1.944539 -1.196451 -1.544658 -0.068 -0.099 0.128
F 6.124949 2.404938 1.365172 0.105 0.001 -0.105
C -4.800118 2.287234 1.768399 0.005 -0.008 0.003
S 0.717291 2.797460 1.627918 -0.039 -0.089 0.210
H -0.391486 4.696396 -4.689121 -0.002 0.001 0.000
C -2.886817 -1.634237 2.245793 0.007 -0.053 0.014
H 0.321322 5.815436 -2.602220 0.002 -0.001 -0.003
H 5.904316 -2.775429 -0.212015 -0.006 0.027 -0.037
N 3.620453 -1.937366 -0.736355 -0.022 -0.014 -0.023
C -3.767810 1.929465 2.625910 -0.009 -0.007 0.001
H 5.773199 -2.650730 1.510711 -0.041 -0.017 -0.039
H -2.704283 -0.964449 -1.065373 0.005 0.015 0.004
N 2.711599 -0.894672 -0.957584 0.117 0.019 0.049
C -0.015090 4.786680 -2.579010 -0.005 -0.003 0.002
C -0.433082 2.767381 -1.337155 0.061 -0.095 -0.058
C 0.469871 -4.787283 -1.795693 -0.001 0.001 0.001
N 3.566053 -1.317103 1.439997 -0.125 0.312 0.346
C -2.471151 1.824259 2.149496 -0.011 -0.032 -0.017
C -0.110888 -2.571219 -0.199785 -0.037 -0.023 0.012
C -3.141470 -1.211504 -0.104590 -0.003 0.027 0.004
```
Positions in Å, forces in eV/Å.